Formula: C3HIrN9O3S5
Source: OMol25
Level of theory: ωB97M-V/def2-TZVPD

Atoms and positions in Å:
Ir  0.11  -0.66  0.75
N  -1.21  2.48  -0.34
C  -0.28  2.54  0.68
N  0.10  3.68  1.23
N  0.99  3.30  2.17
N  1.13  2.03  2.19
N  0.33  1.49  1.23
C  -1.61  1.35  -1.00
N  -2.48  1.38  -1.99
N  -2.63  0.08  -2.34
N  -1.90  -0.68  -1.63
N  -1.21  0.10  -0.74
H  -1.51  3.35  -0.72
S  -1.11  -4.87  2.11
C  -1.15  -3.30  1.50
S  -1.16  -1.86  2.42
S  -0.96  -3.27  -0.17
O  1.96  -2.05  -2.09
S  3.00  -1.41  -1.31
O  4.22  -2.18  -1.14
O  3.19  0.00  -1.53
S  2.18  -1.50  0.74

Properties
spin multiplicity	6
electronic energy	-79694.446	eV
E_HOMO (spin up / spin down)	-2.2 / -3.0	eV
HOMO-LUMO gap (spin up / spin down)	6.63 / 5.63	eV
expectation value of S²	8.783
net charge	-2



Formula: C3HLaO3
Source: OMol25
Level of theory: ωB97M-V/def2-TZVPD

Atoms and positions in Å:
C  1.16  -1.02  1.68
C  0.27  -0.14  1.82
O  -0.51  0.53  0.93
C  -0.41  0.24  -0.38
O  -0.80  1.18  -1.10
La  -2.28  1.77  -3.30
O  1.67  -1.59  0.65
H  0.90  -0.97  -0.30

Properties
electronic energy	-10100.880	eV
E_HOMO (spin up / spin down)	-16.5 / -16.0	eV
HOMO-LUMO gap (spin up / spin down)	7.08 / 6.42	eV
energy above the lowest of the compared OMol25 structures with the same formula, charge and spin	703.4	kJ/mol
net charge	+2



Formula: C3HLuO2
Source: OMol25
Level of theory: ωB97M-V/def2-TZVPD

Atoms and positions in Å:
C  0.98  1.66  1.58
C  0.22  0.76  2.12
O  -0.25  -0.19  1.23
C  0.27  -0.06  -0.06
O  1.02  0.95  -0.10
H  1.77  2.38  1.73
Lu  -0.71  -1.53  -1.93

Properties
spin multiplicity	2
electronic energy	-40826.926	eV
E_HOMO (spin up / spin down)	-11.7 / -11.7	eV
HOMO-LUMO gap (spin up / spin down)	5.43 / 3.73	eV
energy above the lowest of the compared OMol25 structures with the same formula, charge and spin	323.0	kJ/mol
expectation value of S²	0.751
net charge	+1



Formula: C3HMgO2
Source: OMol25
Level of theory: ωB97M-V/def2-TZVPD

Atoms and positions in Å:
C  -1.56  -0.33  0.28
C  -1.09  0.85  0.24
O  0.21  1.14  0.02
C  1.06  0.00  -0.24
O  0.41  -1.04  -0.18
H  -2.28  -1.08  0.01
Mg  3.25  0.46  -0.12

Properties
spin multiplicity	2
electronic energy	-12661.395	eV
E_HOMO (spin up / spin down)	-7.7 / -8.9	eV
HOMO-LUMO gap (spin up / spin down)	7.23 / 7.01	eV
energy above the lowest of the compared OMol25 structures with the same formula, charge and spin	226.2	kJ/mol
expectation value of S²	0.752



Formula: C3HN
Source: OMol25
Level of theory: ωB97M-V/def2-TZVPD

Atoms and positions in Å:
C  -0.11  -0.01  -1.13
C  -0.76  0.03  -0.03
C  0.84  -0.02  0.03
N  1.36  -0.01  1.09
H  -0.85  0.05  1.06

Properties
electronic energy	-4611.459	eV
E_HOMO	-11.1	eV
HOMO-LUMO gap	10.20	eV
energy above the lowest of the compared OMol25 structures with the same formula, charge and spin	298.4	kJ/mol



Formula: C3HN3
Source: OMol25
Level of theory: ωB97M-V/def2-TZVPD

Atoms and positions in Å:
C  0.28  -0.04  0.03
C  1.09  -1.12  0.03
C  3.29  -0.21  -0.04
N  1.03  1.09  0.03
N  2.35  -0.99  0.02
N  2.18  1.30  0.00
H  -0.79  0.01  -0.01

Properties
electronic energy	-7591.632	eV
E_HOMO (spin up / spin down)	-9.4 / -9.4	eV
HOMO-LUMO gap (spin up / spin down)	8.71 / 8.70	eV
energy above the lowest of the compared OMol25 structures with the same formula, charge and spin	361.7	kJ/mol



Formula: C3HN3O
Source: OMol25
Level of theory: ωB97M-V/def2-TZVPD

Atoms and positions in Å:
C  -2.51  0.15  -0.96
C  0.98  2.00  -1.19
C  -0.27  0.15  -0.39
N  -3.47  0.54  -1.43
N  1.74  2.83  -1.38
N  -0.03  1.19  -1.05
O  -1.49  -0.39  -0.38
H  0.42  -0.43  0.23

Properties
electronic energy	-9642.182	eV
E_HOMO	-11.2	eV
HOMO-LUMO gap	10.47	eV
SMILES	N#C/N=C/OC#N
energy above the lowest of the compared OMol25 structures with the same formula, charge and spin	61.4	kJ/mol



Formula: C3HN3O
Source: OMol25
Level of theory: ωB97M-V/def2-TZVPD

Atoms and positions in Å:
C  0.78  0.08  1.55
C  -1.30  0.57  1.13
C  -0.04  0.66  0.50
N  1.51  -0.26  2.38
N  -2.20  0.32  1.79
N  0.50  1.93  0.07
O  0.67  2.14  -1.13
H  0.00  -0.34  -0.42

Properties
electronic energy	-9639.528	eV
E_HOMO (spin up / spin down)	-11.1 / -11.1	eV
HOMO-LUMO gap (spin up / spin down)	9.04 / 9.04	eV
energy above the lowest of the compared OMol25 structures with the same formula, charge and spin	317.4	kJ/mol



Formula: C3HN3O
Source: OMol25
Level of theory: ωB97M-V/def2-TZVPD

Atoms and positions in Å:
C  0.27  -1.58  0.72
C  -1.47  0.17  0.98
C  -0.17  -0.27  0.46
N  0.58  -2.69  0.79
N  -2.41  0.53  1.53
N  0.99  0.64  1.59
O  1.98  1.06  1.12
H  0.10  0.10  -0.65

Properties
electronic energy	-9640.374	eV
E_HOMO (spin up / spin down)	-10.2 / -10.2	eV
HOMO-LUMO gap (spin up / spin down)	8.53 / 8.53	eV
energy above the lowest of the compared OMol25 structures with the same formula, charge and spin	235.8	kJ/mol



Formula: C3HN3O2
Source: OMol25
Level of theory: ωB97M-V/def2-TZVPD

Atoms and positions in Å:
C  1.03  -1.59  -0.29
C  -1.44  0.90  -1.76
C  1.29  -0.17  -0.30
N  0.51  -2.64  -0.12
N  -2.23  1.78  -1.91
N  0.66  0.68  -0.98
O  0.92  1.78  -0.78
O  -0.21  0.25  -1.79
H  1.97  0.18  0.45

Properties
electronic energy	-11684.882	eV
E_HOMO (spin up / spin down)	-10.2 / -10.2	eV
HOMO-LUMO gap (spin up / spin down)	9.12 / 9.12	eV
SMILES	N#C/C=[N+](/[O-])OC#N
energy above the lowest of the compared OMol25 structures with the same formula, charge and spin	632.7	kJ/mol



Formula: C3HN3O2
Source: OMol25
Level of theory: ωB97M-V/def2-TZVPD

Atoms and positions in Å:
C  0.02  0.28  1.81
C  -0.37  0.16  0.53
C  -0.24  0.72  -3.10
N  0.12  0.85  2.91
N  0.11  -1.88  0.52
N  0.07  -2.98  0.38
O  0.71  0.10  -2.93
O  -1.25  1.25  -3.17
H  0.84  1.49  3.05

Properties
electronic energy	-11688.214	eV
E_HOMO	-9.4	eV
HOMO-LUMO gap	8.18	eV
energy above the lowest of the compared OMol25 structures with the same formula, charge and spin	311.2	kJ/mol



Formula: C3HN4
Source: OMol25
Level of theory: ωB97M-V/def2-TZVPD

Atoms and positions in Å:
C  0.89  -0.28  0.63
C  -2.18  0.84  -0.08
C  3.22  -0.11  0.01
N  -2.95  1.68  -0.05
N  4.30  -0.26  -0.26
N  -1.43  -0.29  0.01
N  -0.16  -0.41  0.14
H  -1.69  -1.18  -0.40

Properties
electronic energy	-9068.740	eV
E_HOMO (spin up / spin down)	-16.3 / -17.3	eV
HOMO-LUMO gap (spin up / spin down)	5.43 / 7.99	eV
energy above the lowest of the compared OMol25 structures with the same formula, charge and spin	528.7	kJ/mol
net charge	+1



Formula: C3HNO
Source: OMol25
Level of theory: ωB97M-V/def2-TZVPD

Atoms and positions in Å:
C  1.03  0.16  0.00
C  -0.33  -1.18  0.00
C  0.01  0.86  0.00
N  -1.45  -0.60  0.00
O  -1.32  0.76  0.00
H  2.07  0.00  0.00

Properties
electronic energy	-6656.407	eV
E_HOMO (spin up / spin down)	-10.0 / -10.0	eV
HOMO-LUMO gap (spin up / spin down)	8.34 / 8.34	eV
energy above the lowest of the compared OMol25 structures with the same formula, charge and spin	636.8	kJ/mol



Formula: C3HNO2
Source: OMol25
Level of theory: ωB97M-V/def2-TZVPD

Atoms and positions in Å:
C  0.97  0.06  0.00
C  -0.03  0.93  0.00
C  -1.20  0.00  0.00
N  -0.90  -1.22  0.00
O  0.51  -1.27  0.00
O  -1.38  1.31  0.00
H  2.03  0.19  0.00

Properties
electronic energy	-8704.046	eV
E_HOMO	-9.7	eV
HOMO-LUMO gap	10.11	eV
SMILES	c1onc2c1O2
energy above the lowest of the compared OMol25 structures with the same formula, charge and spin	607.8	kJ/mol



Formula: C3HNO2
Source: OMol25
Level of theory: ωB97M-V/def2-TZVPD

Atoms and positions in Å:
C  -0.47  -1.45  -1.21
C  0.38  1.14  0.27
C  0.41  0.74  1.54
N  -0.42  -0.91  -0.21
O  1.02  1.60  -0.62
O  -0.22  0.58  2.52
H  -0.70  -1.71  -2.29

Properties
electronic energy	-8707.854	eV
E_HOMO	-8.2	eV
HOMO-LUMO gap	7.35	eV
SMILES	O=C=C=O.C#N
energy above the lowest of the compared OMol25 structures with the same formula, charge and spin	240.4	kJ/mol



Formula: C3HNO2
Source: OMol25
Level of theory: ωB97M-V/def2-TZVPD

Atoms and positions in Å:
C  1.21  -0.21  0.00
C  1.39  0.67  0.88
C  -1.67  -0.32  -0.69
N  -2.69  -0.89  -0.94
O  1.24  -1.06  -0.79
O  -0.89  0.48  -0.22
H  1.42  1.32  1.77

Properties
electronic energy	-8705.261	eV
E_HOMO (spin up / spin down)	-9.6 / -9.7	eV
HOMO-LUMO gap (spin up / spin down)	5.11 / 5.22	eV
energy above the lowest of the compared OMol25 structures with the same formula, charge and spin	490.5	kJ/mol



Formula: C3HNO2S
Source: OMol25
Level of theory: ωB97M-V/def2-TZVPD

Atoms and positions in Å:
C  0.07  1.07  0.13
C  -0.37  -1.17  -0.03
C  0.71  -0.22  -0.05
H  -0.31  -2.32  -0.24
N  -1.49  -0.52  -0.05
O  0.40  2.24  -0.19
O  -1.35  0.90  0.32
S  2.34  0.02  0.12

Properties
electronic energy	-19543.487	eV
E_HOMO	-10.0	eV
HOMO-LUMO gap	7.24	eV
SMILES	O=C1ON=CC1=S
energy above the lowest of the compared OMol25 structures with the same formula, charge and spin	286.1	kJ/mol



Formula: C3HNO3
Source: OMol25
Level of theory: ωB97M-V/def2-TZVPD

Atoms and positions in Å:
C  0.61  0.83  -0.85
C  -0.03  -0.60  1.19
C  -0.65  0.15  -0.83
N  1.52  1.46  -1.19
O  -1.05  -0.06  0.54
O  -1.25  -0.21  -1.78
O  0.90  -0.93  0.54
H  -0.05  -0.65  2.38

Properties
electronic energy	-10757.800	eV
E_HOMO	-11.7	eV
HOMO-LUMO gap	11.09	eV
SMILES	N#CC(=O)OC=O
energy above the lowest of the compared OMol25 structures with the same formula, charge and spin	93.4	kJ/mol



Formula: C3HNO3
Source: OMol25
Level of theory: ωB97M-V/def2-TZVPD

Atoms and positions in Å:
C  0.02  0.15  1.32
C  -1.04  -0.62  1.15
C  4.95  -1.92  -0.42
N  1.08  0.76  1.51
O  5.14  -1.11  -1.17
O  -2.14  -0.99  0.63
O  4.83  -2.69  0.43
H  1.20  1.97  1.57

Properties
electronic energy	-10756.022	eV
E_HOMO (spin up / spin down)	-8.7 / -8.7	eV
HOMO-LUMO gap (spin up / spin down)	7.05 / 7.08	eV
SMILES	N=C=C=O.O=C=O
energy above the lowest of the compared OMol25 structures with the same formula, charge and spin	265.0	kJ/mol



Formula: C3HNO3S
Source: OMol25
Level of theory: ωB97M-V/def2-TZVPD

Atoms and positions in Å:
C  3.41  -0.40  -0.50
C  3.13  0.13  0.65
C  0.42  0.95  -0.44
N  0.24  0.32  0.65
O  3.34  -1.36  -1.29
O  3.58  0.24  1.81
O  -0.33  1.29  -1.41
S  2.29  1.36  -0.50
H  -0.66  -0.26  0.75

Properties
electronic energy	-21591.541	eV
E_HOMO	1.6	eV
HOMO-LUMO gap	4.88	eV
energy above the lowest of the compared OMol25 structures with the same formula, charge and spin	263.2	kJ/mol
net charge	-2